Record 1
A cluster of 2 separate species, BrClFHSi in total. Source: the Open Molecules 2025 dataset; level of theory: the ωB97M-V functional and the def2-TZVPD basis.

Calculated values
Net charge: 0
LUMO level: -2.09 eV
HOMO-LUMO gap: 0.278 Ha
Electronic energy: -3424.2022 Eh
HOMO level: -9.6 eV
Spin multiplicity: 1
ΔE to the lowest compared entry with this formula, charge and spin: 308.7 kJ/mol

Atoms and positions in Å:
F: 0.269 -0.449 1.702
Si: 0.062 -0.361 0.133
Cl: -1.169 2.440 -0.764
Br: 1.989 -0.656 -0.768
H: -1.151 -0.974 -0.303

=====

Record 2
A cluster of 2 separate species, BrClFP in total. Source: the Open Molecules 2025 dataset; level of theory: the ωB97M-V functional and the def2-TZVPD basis.

Calculated values
Net charge: 0
LUMO level (alpha / beta): -2.89 / -2.89 eV
HOMO-LUMO gap (alpha / beta): 0.259 / 0.259 Ha
Electronic energy: -3475.4183 Eh
HOMO level (alpha / beta): -9.9 / -9.9 eV
Spin multiplicity: 1
ΔE to the lowest compared entry with this formula, charge and spin: 218.7 kJ/mol

Atoms and positions in Å:
F: -1.412 0.624 0.474
P: -0.083 -0.126 0.971
Cl: 0.157 -1.763 -1.547
Br: 1.338 1.265 0.102

=====

Record 3
A structure of composition BrClH2N2. Source: the Open Molecules 2025 dataset; level of theory: the ωB97M-V functional and the def2-TZVPD basis.

Calculated values
Net charge: 0
LUMO level: -0.60 eV
HOMO-LUMO gap: 0.343 Ha
Electronic energy: -3144.7634 Eh
HOMO level: -9.9 eV
Spin multiplicity: 1
ΔE to the lowest compared entry with this formula, charge and spin: 182.0 kJ/mol

Atoms and positions in Å:
N: -0.333 0.024 -0.417
N: -1.300 1.271 0.486
Cl: -2.856 0.533 0.121
Br: -1.198 2.950 -0.370
H: -0.835 -0.673 0.162
H: 0.526 0.441 0.014